(1)
Density functional theory data (ωB97M-V with the def2-TZVPD basis set) for a structure of composition C24H28FeNO in a non-equilibrium geometry.

The geometry in XYZ format:
```
55
Properties=species:S:1:pos:R:3:lowdin_charge:R:1
H 2.62273 1.55669 4.08672 0.08
C -1.12554 -3.05826 2.95362 -0.19
C 1.94506 3.21744 0.68800 -0.09
H 3.84758 2.25795 3.00516 0.08
H 4.12766 -4.27043 5.08658 0.09
H 3.16444 -1.10373 1.41460 0.12
C 4.00040 -1.04054 4.04323 -0.29
C 3.89048 -2.46814 3.76236 -0.14
H 4.78794 0.13892 2.49805 0.12
H -0.59367 -1.17523 3.87115 0.12
H 4.89226 2.65774 -0.95213 0.10
H 7.79995 -1.06728 6.11643 0.09
C 1.47463 -0.57586 2.61989 -0.13
C -0.68325 -1.60344 2.86985 -0.12
C 3.82278 0.07496 3.03551 -0.30
H 6.90728 -3.78643 2.74620 0.09
C 2.71137 0.96125 1.03480 -0.19
H 7.13145 0.44646 3.96035 0.09
C 4.46766 -2.23514 6.02234 -0.19
C 7.45882 -1.44953 5.15913 -0.20
H 1.20982 -0.07770 3.56112 0.12
Fe 5.67486 -1.94843 4.46248 0.24
H 1.21617 4.00171 0.89656 0.09
H -2.20025 -3.11251 3.18324 0.12
C 3.64883 1.44253 3.71726 -0.04
H 0.41855 -1.83056 0.11140 0.12
H 6.61352 -1.22823 1.87515 0.09
H 0.98752 -4.31468 1.81003 0.13
C 3.78649 1.18655 0.16638 -0.04
H 7.66796 -3.69856 5.37811 0.09
H 0.20476 -4.21190 0.17874 0.12
C 3.10633 3.49472 -0.04107 -0.12
C 6.99101 -2.89670 3.36335 -0.20
H 4.46802 0.36741 -0.07082 0.12
H 0.77407 1.66690 1.67064 0.11
C 4.01247 2.46958 -0.33360 -0.09
C 4.33140 -0.90351 5.46000 -0.14
H -1.42809 -1.03543 2.28711 0.12
C 7.39195 -2.84778 4.76333 -0.20
N 0.65461 -1.50341 2.20678 -0.11
C 2.79633 -0.24332 1.99066 -0.25
H 3.30256 4.50984 -0.38809 0.09
C 0.31079 -3.72178 1.15941 -0.19
C 4.19811 -3.19272 4.97370 -0.19
H -0.53381 -3.57765 3.73327 0.13
C 6.81643 -1.53193 2.89937 -0.21
H 4.64763 -2.46283 7.06855 0.09
O -1.01650 -3.71405 1.68802 -0.16
H 4.35182 1.57846 4.55189 0.07
H 4.40794 0.04356 5.99333 0.10
C 1.70563 1.91507 1.15352 -0.05
C 7.09845 -0.63915 4.01175 -0.20
H 1.96359 -2.41249 0.79301 0.11
H 3.57109 -2.88483 2.80908 0.10
C 0.88956 -2.31961 0.98265 -0.11
```

Summary:
- HOMO-LUMO gap (alpha / beta) (eV) = 3.723 / 5.454
- net charge = -1
- 2S+1 = 5
- energy relative to the best compared isomer or geometry (same formula, charge and spin) (kcal/mol) = 46.1

(2)
Density functional theory data (ωB97M-V with the def2-TZVPD basis set) for an isolated molecule of C5H12O2.

The geometry in XYZ format:
```
19
Properties=species:S:1:pos:R:3:lowdin_charge:R:1
H -1.26802 -1.17481 -0.43309 0.11
H 2.36254 -1.18395 -1.67417 0.08
C -0.08406 0.51003 0.09649 -0.39
H 3.08185 0.81004 -0.15681 0.10
C -1.11651 -0.54638 0.44317 -0.21
H -0.70450 -1.20374 1.21360 0.12
C -2.44926 0.02071 0.90409 -0.10
O 2.15942 1.08501 -0.18338 -0.04
H -2.93600 0.59049 0.10576 0.08
H -2.29049 0.70563 1.73628 0.07
H 0.66839 -1.64041 -1.47272 0.08
H -0.41276 1.07065 -0.78218 0.15
H -3.12749 -0.77636 1.22683 0.07
H 1.61290 -0.65378 0.69458 0.16
O -0.02993 1.42514 1.16167 -0.02
H 1.08572 -0.12577 -2.29785 0.09
C 1.29828 -0.04774 -0.17289 -0.40
H 0.78683 1.93525 1.07214 0.09
C 1.36309 -0.80002 -1.48153 -0.04
```

Summary:
- SMILES = CC[C@@H](O)[C@@H](C)O
- HOMO-LUMO gap (eV) = 10.780
- 2S+1 = 1
- energy relative to the best compared isomer or geometry (same formula, charge and spin) (kcal/mol) = 12.9

(3)
Density functional theory data (ωB97M-V with the def2-TZVPD basis set) for a structure of composition C28H80CsN7O12S in a non-equilibrium geometry.

The geometry in XYZ format:
```
129
Properties=species:S:1:pos:R:3:lowdin_charge:R:1
O -1.31336 -5.61819 -7.67186 -0.21
H 1.26909 -7.52339 -6.56188 0.07
H -9.45030 2.44075 5.28825 0.09
H -5.84644 0.18661 2.40507 0.07
H -1.10597 -6.37396 -5.69383 0.12
H 4.67996 1.44482 7.96155 0.07
H 6.49914 3.81387 -8.20078 0.08
C 1.57493 -6.53385 -6.90156 -0.06
C -3.22361 6.05970 2.74013 -0.42
H 2.91153 2.88685 -6.46389 0.05
H 1.90786 -9.73733 0.83548 0.13
H 5.32752 6.92505 0.40603 0.08
H 3.35057 4.72855 1.26956 0.07
H -4.83038 -3.14001 -2.20651 0.18
H 3.94913 6.49143 -1.86429 0.13
H 0.48848 -6.28180 1.99829 0.08
Cs 5.36820 -1.37669 -1.35085 0.92
H -2.82022 4.43135 1.61183 0.08
H 2.20313 6.11547 -1.66837 0.12
C -2.71865 -5.46117 -7.81806 -0.12
S -0.02373 -0.58313 -0.49847 0.03
O -8.29276 1.05061 4.39929 -0.18
H 0.90913 -6.18098 -4.37111 0.07
C -0.78070 -5.53070 -6.30310 -0.18
H 0.83143 -9.72238 -2.41428 0.09
H 0.41505 -4.69119 -4.39483 0.07
H -6.18588 0.82923 4.78525 0.13
C -6.96939 -0.90544 3.79739 -0.45
H -3.53713 -3.07257 -1.49357 0.18
C 2.66834 1.42188 -7.47474 -0.48
H 4.40750 6.78215 1.94619 0.07
H -5.34848 6.54272 3.05305 0.06
O -1.23958 0.08951 -0.11463 -0.46
C -2.66628 5.61296 4.12145 -0.18
H 1.52725 -6.64609 -7.98472 0.07
H -1.27335 -4.63594 -5.92257 0.12
O 2.73619 8.11943 -1.50071 -0.21
H 3.33164 0.79927 -6.87432 0.13
C -7.12565 0.28039 4.72446 -0.22
H 2.76209 4.38021 -0.17424 0.08
H -3.17338 -6.25144 -7.22074 0.08
H 2.52269 0.17926 4.69995 0.07
H 3.74788 -3.26138 8.35140 0.08
H -7.84712 -1.51294 3.57686 0.14
O -3.58257 6.04433 5.11596 -0.17
H -5.05263 5.95936 1.46699 0.07
H 5.33303 3.73701 -9.53740 0.08
O 1.43010 -8.65053 -0.89712 -0.17
H 1.03342 1.33030 -8.80695 0.09
H -1.55972 5.36213 1.72697 0.07
H -4.96493 -1.43090 4.20044 0.08
C 1.60298 0.67202 -8.15092 -0.08
C 3.62562 0.45488 6.36623 -0.45
H -1.60784 5.86190 4.19792 0.12
C 1.52562 8.64785 -1.01013 -0.11
H -7.31871 0.32831 2.16115 0.06
H -5.89526 -2.73166 3.45250 0.07
H -3.03400 -4.49366 -7.42743 0.08
C 1.65229 -9.74857 -1.69762 -0.16
H 2.64750 -6.42910 -6.73810 0.07
H 4.14348 1.33952 -9.01664 0.11
C 0.73434 -5.43350 -6.22101 -0.44
C 5.76280 3.18517 -8.70141 -0.09
H -3.22460 8.07563 4.71882 0.08
N 1.10371 -5.29656 -4.81835 0.04
N 3.51791 4.86938 0.28352 0.03
C 3.78433 -2.32446 8.90725 -0.10
H 2.98278 1.85147 7.93125 0.08
H -4.35593 7.85227 5.88702 0.09
H -3.08146 7.13424 2.62498 0.12
C -5.93727 -1.92316 4.18234 -0.07
H 3.14684 2.76529 -9.12805 0.13
C 3.26203 6.29644 0.16193 -0.47
H 4.58766 0.32417 5.87077 0.14
C 2.03720 -7.61063 1.18651 -0.43
H 6.20157 2.26216 -9.08043 0.08
H 1.42475 9.67297 -1.36657 0.09
H -7.32352 -0.14669 5.70760 0.12
C 4.37040 7.08935 0.90103 -0.05
C 3.04170 6.70637 -1.29995 -0.16
H 2.37663 -0.42223 7.78294 0.12
H -6.10364 -2.36331 5.16555 0.08
H 1.46455 8.58996 0.07662 0.08
H 4.17155 2.46096 6.67767 0.08
H 4.14595 8.15558 0.87156 0.07
H 2.54269 -7.97563 2.08057 0.13
N -6.67214 -0.39363 2.44550 0.02
C 3.25960 -0.71674 7.21571 -0.27
C 2.18984 -8.83231 0.29740 -0.21
C 3.66652 2.11820 -8.42144 -0.17
H 1.04256 -4.51674 -6.72365 0.13
H 1.98209 2.03255 -5.63426 0.08
O -0.49860 -1.74181 -1.27169 -0.50
O 0.84023 -1.03033 0.60300 -0.48
H -5.01215 4.80550 2.85572 0.07
H 2.02159 -0.15498 -8.72443 0.08
H 2.58411 -9.70750 -2.26165 0.09
H 1.66517 -10.77072 -1.31929 0.09
H 3.23621 -8.94442 0.01343 0.12
O 4.17684 -1.20276 8.13007 -0.17
N 2.68126 -6.40408 0.63255 0.04
H 0.75647 8.02883 -1.47198 0.09
H 2.87216 -2.12643 9.47012 0.09
H 4.53941 -2.55529 9.65870 0.08
O -4.45615 -3.30198 -1.33742 0.38
C -4.75985 5.80647 2.50574 -0.05
N 2.03586 2.39597 -6.57508 0.05
H 0.91534 0.20410 -7.44642 0.09
C 3.83773 1.62606 7.29379 -0.09
H 2.12974 -5.63055 0.97543 0.06
H -2.72239 7.46881 6.27645 0.09
H -0.02643 -7.32478 0.58939 0.08
H 0.21758 -7.98434 2.19519 0.07
O 0.78297 0.29924 -1.29853 -0.46
C -3.47185 7.35027 5.49393 -0.16
H -4.92588 -2.77085 -0.69023 0.19
H -2.51820 4.54167 4.25744 0.12
H -3.01184 -5.49710 -8.86727 0.09
H 2.88820 -1.47736 6.52898 0.12
O 4.78217 2.78116 -7.67749 -0.21
H -7.72352 2.99110 5.21502 0.08
N 2.57680 0.88225 5.42312 0.05
C -8.40201 2.14937 5.35376 -0.09
H 2.35605 6.50018 0.73272 0.12
H -8.24381 1.81200 6.37808 0.08
H 2.52689 -6.36960 -0.36499 0.07
C 0.58443 -7.24027 1.48817 -0.06
N -2.56452 5.40816 1.63563 0.02
H 1.63393 0.87315 5.78509 0.07
```

Summary:
- HOMO-LUMO gap (eV) = 3.162
- 2S+1 = 1
- energy relative to the best compared isomer or geometry (same formula, charge and spin) (kcal/mol) = 256.0

(4)
Density functional theory data (ωB97M-V with the def2-TZVPD basis set) for an isolated molecule of C19H22BrN5O2.

The geometry in XYZ format:
```
49
Properties=species:S:1:pos:R:3:lowdin_charge:R:1
N 3.45074 1.36474 -1.48814 0.12
H 2.01130 -0.67344 -1.79543 0.12
Br -10.02768 -0.35073 -0.56561 0.72
H -6.27474 1.50828 2.15649 0.12
C -4.16963 1.12917 0.63615 -0.45
C -7.24753 -0.17658 -1.16653 -0.12
H 0.47207 0.86162 1.46448 0.12
C -5.92727 0.14393 -0.90858 -0.02
C 4.46342 2.11017 -1.82850 -0.18
C -1.09334 -0.67054 -0.09988 -0.42
C 1.01034 0.38385 0.64253 -0.14
H 5.85633 -1.92063 1.67922 0.12
H -5.18349 -0.05578 -1.66485 0.12
N -3.20750 0.44800 -0.01993 0.07
H 4.45879 -2.30868 -0.17253 0.12
H 2.76708 -2.23907 -1.47964 0.12
N 4.13827 -1.68389 0.56107 0.01
H -3.39595 -0.42423 -0.50427 0.12
H 4.40276 2.96782 -2.46718 0.11
H 6.54136 2.08208 -1.39129 0.16
C 3.96671 0.39394 -0.67960 -0.21
O -3.91710 2.01282 1.43602 0.07
H 1.21762 -2.53464 0.49215 0.13
H -1.39184 1.46153 -0.26961 0.14
C 3.20135 -0.70632 -0.00610 -0.42
C 5.29130 -1.10484 1.22262 -0.20
C 0.98187 -1.86924 -0.34469 -0.12
H 0.34538 -2.41073 -1.04785 0.12
C -8.21142 0.09962 -0.21122 -0.68
N 5.62724 1.67594 -1.27800 0.11
C 6.20851 -0.28851 0.28440 -0.11
O -1.72248 -1.59369 -0.59782 0.05
C -5.57276 0.74052 0.29779 -0.13
H 4.92658 -0.45450 2.02051 0.12
N 0.22661 -0.71966 0.12279 -0.04
H 2.88460 0.70878 1.61386 0.12
H 6.78305 -0.96303 -0.36073 0.12
C 2.26147 -1.39240 -1.01384 -0.08
H 2.20961 -0.89983 1.89743 0.13
C 5.31447 0.57106 -0.53129 -0.21
H -8.64865 0.91910 1.72007 0.10
H 1.18762 1.13115 -0.14169 0.12
H -7.52763 -0.63572 -2.10235 0.10
H 6.91793 0.30484 0.86581 0.11
C -1.81205 0.61733 0.29096 -0.08
C -7.88299 0.70328 0.99083 -0.12
C 2.35452 -0.12195 1.14744 -0.09
H -1.70258 0.83303 1.35995 0.13
C -6.56232 1.02605 1.23455 -0.01
```

Summary:
- SMILES = O=C(NCC(=O)N1CCC2(CC1)NCCc1[nH]cnc12)c1ccc(Br)cc1
- HOMO-LUMO gap (eV) = 9.197
- 2S+1 = 1
- energy relative to the best compared isomer or geometry (same formula, charge and spin) (kcal/mol) = 0.0

(5)
Density functional theory data (ωB97M-V with the def2-TZVPD basis set) for a structure of composition C33H53IrN4O2P2 in a non-equilibrium geometry.

The geometry in XYZ format:
```
95
Properties=species:S:1:pos:R:3:lowdin_charge:R:1
H 0.18018 2.21380 2.75040 0.06
H -2.63975 3.92112 -0.40497 0.11
C -1.89501 3.11191 -0.34460 -0.10
H -3.48968 0.52270 -2.92128 0.14
C 0.66510 1.42540 -2.57980 -0.26
C -3.76522 0.88022 -5.05749 0.06
N -1.53808 1.41094 3.67609 0.04
H 3.64300 3.39084 1.11634 0.11
H 0.77764 5.29691 -0.49641 0.08
H -2.80519 -1.53594 -0.83448 0.05
C -0.97386 1.13445 -5.14857 0.05
H 3.80470 -1.52226 -4.52743 0.14
C 3.09876 -1.29300 -3.73520 0.02
H -4.06949 0.22920 2.11776 0.12
H -4.85255 0.78381 -5.03039 0.15
H -1.73439 -3.23984 -3.37327 0.11
H 0.35305 -5.14053 2.54646 0.11
H -1.70722 -5.11394 -0.34649 0.07
H 2.20637 -2.92385 0.16453 0.11
C -0.11980 4.81102 -0.09686 -0.07
H -1.19732 1.41593 -7.27055 0.15
H 4.50411 2.35170 -0.62946 0.12
H 3.36117 -3.17339 -2.64533 0.14
H -1.78394 2.82826 0.70851 0.07
H -3.95431 0.98253 3.68396 0.13
H 0.50895 0.98824 4.02618 0.09
C 2.68745 4.03806 -1.68426 -0.05
N -1.34054 0.27706 -1.57957 0.00
H -1.65430 -3.35017 3.31285 0.11
C -1.10188 -2.65323 -2.68573 -0.07
C 2.45030 2.92650 -0.63159 -0.63
C 0.71922 -2.66319 2.66436 -0.09
H -2.11225 1.56179 4.50068 0.16
H -0.92777 5.55966 -0.11321 0.11
C 2.40986 -0.07223 -3.73504 0.01
H -0.05653 -2.78686 -2.99384 0.09
H 0.06443 4.40740 -2.91009 0.08
H 0.43865 -1.64107 2.93959 0.07
H -3.50440 -2.98354 -1.61615 0.11
C -0.56563 3.60409 -0.93717 -0.62
C -3.11480 1.13245 -6.27421 -0.02
C -0.83152 4.05654 -2.38540 -0.06
H 2.27200 4.49602 0.91521 0.08
C -0.14785 1.81701 3.72186 -0.04
C -1.72048 1.24272 -6.32494 0.04
H 1.45759 -3.88784 -1.11842 0.10
H 2.81922 5.01443 -1.19883 0.10
C 0.10059 -4.76838 1.54304 -0.06
H -3.69705 1.24233 -7.18944 0.13
H -1.94558 -5.03024 -2.08500 0.11
H 2.01836 2.83636 1.54197 0.06
C 1.95533 -1.87509 -1.71173 -0.30
H -1.31145 3.27567 -2.98780 0.07
H -3.11358 -3.02660 0.11312 0.07
C 3.53946 1.85792 -0.82583 -0.08
C -2.78685 -2.63563 -0.85772 -0.08
C -1.62066 0.92529 -3.91894 -0.18
C -0.27188 -3.27963 1.66553 -0.64
C 1.48934 -2.88007 -0.67422 -0.22
H -1.37987 -1.60011 -2.81187 0.05
C 2.58400 3.44941 0.82196 -0.07
H -0.29333 -5.02353 -1.44974 0.09
H 0.86328 2.15566 -3.36429 0.11
Ir 0.08781 -0.00300 -0.03249 1.21
H -2.42208 -3.76332 1.77264 0.08
H -2.02502 -2.05599 2.15534 0.06
C 2.87325 -2.19881 -2.70317 0.02
H 1.90680 4.12606 -2.45277 0.06
H 0.98249 -4.93048 0.90894 0.09
H 0.68734 -3.26697 3.58374 0.11
H -0.72410 -5.38989 1.18336 0.07
H 1.75098 -2.68810 2.29392 0.08
H -2.28590 2.24523 -0.88891 0.05
H 3.55512 1.47124 -1.85180 0.08
C -1.31373 -4.66094 -1.26258 -0.06
C -3.01636 0.75103 -3.88074 0.05
P -0.16819 -2.37511 0.00593 1.07
O -1.65354 0.38855 1.57593 -0.15
H 2.54723 0.68577 -4.51063 0.14
N -3.49934 0.56378 2.88166 0.19
O 2.36256 -0.02465 1.92931 0.14
C 1.56266 0.22644 -2.67794 -0.31
H 0.11620 1.20129 -5.18249 0.12
H 3.62579 3.82828 -2.22125 0.10
C -0.86517 0.84409 -2.62644 -0.39
C -2.17096 0.78744 2.65526 -0.56
C -1.38468 -3.12441 -1.24954 -0.64
N 1.43555 -0.63518 -1.64692 -0.02
H -0.04609 2.61172 4.46953 0.11
H 3.43651 1.03142 -0.11366 0.07
H 0.04738 4.53795 0.95358 0.09
H -1.53155 4.90516 -2.34443 0.12
P 0.72138 2.18483 -0.84507 1.13
C -1.68575 -3.09965 2.24223 -0.07
C 1.45418 -0.01572 1.19067 -0.38
```

Summary:
- HOMO-LUMO gap (alpha / beta) (eV) = 5.866 / 5.358
- net charge = +3
- 2S+1 = 6